Entry from the OMol25 dataset: a single C6H9F molecule at a distorted geometry (ωB97M-V/def2-TZVPD).

Geometry as XYZ:
```
16
Properties=species:S:1:pos:R:3
C 1.9015 -1.2524 0.3880
C 1.1580 -0.1587 0.6691
C -0.1069 0.3086 0.0710
C -0.5252 1.7902 0.2440
C -0.5587 -0.4208 -1.1841
C -1.3544 -0.8153 -0.0632
F -2.6206 -0.3642 0.1370
H 2.7694 -1.4927 0.9580
H 1.5695 -1.9603 -0.3720
H 1.6060 0.6525 1.2912
H -1.4422 1.7867 0.9172
H -0.7481 2.4185 -0.6020
H 0.4099 2.2023 0.7978
H 0.1477 -1.0624 -1.6345
H -0.9998 0.1320 -2.0145
H -1.2061 -1.7639 0.3969
```

Properties
Energy relative to the best compared isomer or geometry (same formula, charge and spin), eV: 1.739
Structure (SMILES): C=C[C@@]1(C)C[C@@H]1F
2S+1: 1
Highest occupied orbital energy, eV: -8.65
Energy, Eh: -333.7924

Mulliken atomic charge list, values in e, 2 entries:
1. C -0.9034
2. C -0.3986